{"formula": "C44H72IN2O18", "method": "ωB97M-V/def2-TZVPD", "total_energy_ha": -3481.15745, "total_charge": 1, "mol_weight_g_mol": 1043.96, "fmax_ev_per_a": 1.09, "orbital_gap_ev": 7.2, "species": ["C", "C", "C", "C", "C", "C", "C", "C", "C", "C", "C", "C", "C", "C", "C", "C", "C", "C", "N", "C", "N", "C", "I", "H", "H", "H", "H", "H", "H", "H", "H", "H", "H", "H", "H", "H", "H", "H", "H", "H", "H", "H", "H", "H", "H", "H", "H", "H", "H", "H", "H", "H", "H", "H", "H", "H", "H", "H", "H", "C", "C", "C", "O", "C", "O", "O", "H", "H", "H", "H", "H", "H", "C", "C", "C", "O", "C", "O", "O", "H", "H", "H", "H", "H", "H", "C", "C", "C", "O", "C", "O", "O", "H", "H", "H", "H", "H", "H", "C", "C", "C", "O", "C", "O", "O", "H", "H", "H", "H", "H", "H", "C", "C", "C", "O", "C", "O", "O", "H", "H", "H", "H", "H", "H", "C", "C", "C", "O", "C", "O", "O", "H", "H", "H", "H", "H", "H"], "xyz": [[8.911, -4.177, 2.357], [8.395, -2.742, 2.465], [8.267, -2.061, 1.101], [7.407, -0.790, 1.165], [6.964, -0.305, -0.212], [6.307, 1.089, -0.152], [4.766, 1.044, -0.201], [4.091, 1.644, 1.045], [2.643, 1.185, 1.160], [1.746, 2.045, 2.079], [1.421, 1.366, 3.424], [0.027, 0.731, 3.462], [-0.347, -0.075, 2.206], [-0.730, -1.552, 2.522], [-0.087, -2.580, 1.651], [0.866, -3.493, 2.149], [1.361, -3.476, 3.564], [1.351, -4.444, 1.255], [0.957, -4.508, -0.002], [1.455, -5.529, -0.929], [0.094, -3.645, -0.525], [-0.382, -2.734, 0.275], [-1.694, -1.376, -0.631], [9.738, -4.224, 1.652], [9.254, -4.523, 3.329], [8.127, -4.852, 2.020], [9.075, -2.158, 3.083], [7.409, -2.747, 2.932], [7.816, -2.745, 0.381], [9.261, -1.762, 0.772], [7.976, -0.002, 1.658], [6.531, -1.008, 1.781], [7.826, -0.271, -0.877], [6.249, -1.026, -0.606], [6.582, 1.560, 0.789], [6.658, 1.712, -0.969], [4.406, 0.015, -0.271], [4.376, 1.581, -1.067], [4.662, 1.309, 1.913], [4.141, 2.732, 1.018], [2.610, 0.137, 1.469], [2.220, 1.203, 0.149], [0.813, 2.231, 1.548], [2.225, 3.007, 2.236], [1.454, 2.124, 4.205], [2.192, 0.631, 3.660], [-0.071, 0.125, 4.362], [-0.697, 1.536, 3.589], [0.446, -0.058, 1.463], [-1.217, 0.387, 1.751], [-0.493, -1.778, 3.553], [-1.811, -1.661, 2.411], [0.563, -3.763, 4.245], [1.690, -2.476, 3.831], [2.199, -4.155, 3.682], [2.068, -5.183, 1.579], [0.596, -5.936, -1.451], [1.918, -6.325, -0.361], [2.138, -5.072, -1.635], [-7.587, -0.666, 0.872], [-6.083, -0.617, 0.851], [-5.379, -1.919, 1.164], [-4.132, -1.454, 1.722], [-4.352, -0.228, 2.255], [-3.553, 0.352, 2.922], [-5.562, 0.234, 1.903], [-7.949, -1.124, 1.792], [-8.000, 0.341, 0.818], [-7.957, -1.240, 0.023], [-5.725, -0.207, -0.099], [-5.198, -2.538, 0.289], [-5.896, -2.504, 1.926], [0.019, -3.535, -4.377], [-1.159, -3.037, -5.173], [-2.506, -3.477, -4.656], [-3.305, -3.451, -5.841], [-2.476, -3.672, -6.901], [-2.838, -3.893, -8.004], [-1.179, -3.597, -6.498], [-0.039, -4.614, -4.220], [0.956, -3.338, -4.899], [0.047, -3.042, -3.404], [-1.124, -1.948, -5.272], [-2.924, -2.808, -3.906], [-2.497, -4.498, -4.266], [-2.370, 2.793, -0.237], [-1.746, 3.640, 0.838], [-2.452, 4.932, 1.181], [-1.361, 5.743, 1.652], [-0.228, 5.303, 1.056], [0.825, 5.848, 1.095], [-0.463, 4.134, 0.409], [-2.596, 3.368, -1.136], [-1.671, 2.002, -0.517], [-3.291, 2.335, 0.126], [-1.582, 3.043, 1.742], [-3.207, 4.829, 1.956], [-2.888, 5.413, 0.303], [0.944, 6.990, 3.942], [1.191, 7.809, 5.182], [1.442, 9.283, 4.957], [2.257, 9.625, 6.086], [2.917, 8.506, 6.474], [3.799, 8.479, 7.264], [2.422, 7.422, 5.825], [1.710, 7.169, 3.190], [0.967, 5.927, 4.184], [-0.027, 7.229, 3.513], [0.385, 7.664, 5.908], [0.538, 9.886, 4.948], [2.016, 9.469, 4.046], [0.880, 2.834, -3.329], [-0.246, 1.835, -3.409], [-0.265, 0.974, -4.650], [-1.659, 0.645, -4.757], [-2.365, 1.647, -4.169], [-3.545, 1.756, -4.213], [-1.530, 2.480, -3.499], [0.944, 3.420, -4.246], [0.715, 3.529, -2.505], [1.829, 2.323, -3.169], [-0.267, 1.212, -2.509], [0.328, 0.066, -4.561], [0.039, 1.522, -5.543], [-6.365, -3.082, -5.403], [-7.218, -4.172, -4.814], [-8.714, -4.015, -4.963], [-9.205, -4.714, -3.806], [-8.249, -4.659, -2.853], [-8.395, -4.972, -1.717], [-7.091, -4.182, -3.374], [-6.715, -2.102, -5.073], [-5.340, -3.196, -5.069], [-6.375, -3.111, -6.491], [-6.898, -5.152, -5.179], [-9.114, -4.457, -5.871], [-9.030, -2.972, -4.892]], "atomic_forces_ev_per_a": [[-0.052, 0.349, 0.210], [-0.007, -0.247, -0.518], [-0.310, 0.508, 0.492], [0.224, -0.424, -0.205], [0.037, 0.442, 0.370], [-0.599, -0.407, -0.215], [-0.202, 0.285, 0.576], [0.242, -0.488, -0.116], [-0.301, 0.506, -0.306], [0.088, -0.725, -0.015], [-0.070, 0.370, -0.118], [0.258, 0.200, -0.059], [-0.208, -0.301, 0.254], [-0.084, 0.035, -0.299], [0.767, -0.692, 0.361], [-0.573, 0.586, -0.425], [-0.010, 0.026, -0.303], [0.183, -0.066, 0.501], [-0.318, 0.407, -0.046], [-0.335, -0.151, -0.037], [0.361, -0.434, -0.041], [-0.526, 0.805, 0.074], [0.108, -0.266, -0.312], [0.127, -0.118, -0.013], [0.086, -0.161, 0.018], [-0.038, -0.068, -0.138], [-0.075, 0.105, 0.187], [0.002, 0.051, 0.257], [0.133, -0.144, -0.130], [0.083, -0.262, -0.357], [-0.028, 0.085, 0.146], [-0.130, 0.172, 0.076], [0.086, -0.128, -0.076], [0.057, -0.088, -0.289], [0.245, 0.226, -0.025], [0.186, 0.098, 0.016], [0.122, -0.157, -0.167], [0.018, -0.089, -0.191], [-0.038, 0.126, 0.209], [0.013, 0.114, 0.015], [0.092, -0.110, 0.070], [-0.033, 0.005, -0.070], [-0.054, 0.246, 0.048], [0.000, 0.138, 0.025], [0.073, -0.088, 0.213], [0.097, -0.066, 0.033], [-0.024, -0.100, 0.054], [-0.129, 0.026, -0.053], [0.127, 0.075, -0.004], [-0.012, 0.039, -0.114], [0.020, -0.049, 0.182], [-0.065, -0.031, 0.051], [-0.028, -0.046, 0.113], [0.023, 0.093, 0.068], [0.030, -0.088, 0.096], [0.072, -0.098, -0.085], [-0.039, 0.033, -0.123], [0.219, 0.020, 0.045], [0.130, 0.018, -0.033], [-0.037, 0.127, 0.251], [-0.257, -0.085, -0.042], [0.058, -0.061, -0.044], [-0.186, -0.160, 0.032], [-0.070, 0.061, -0.105], [0.114, 0.059, 0.023], [0.126, -0.004, -0.044], [0.028, -0.039, -0.009], [0.022, 0.003, -0.093], [0.029, -0.023, -0.014], [0.036, 0.012, 0.018], [0.155, 0.035, 0.020], [-0.080, 0.035, -0.017], [0.197, -0.178, -0.124], [0.216, -0.120, 0.111], [-0.249, 0.142, 0.147], [0.290, -0.121, -0.047], [0.092, 0.071, 0.065], [-0.032, -0.044, -0.074], [-0.098, 0.081, 0.029], [-0.091, 0.003, -0.016], [-0.030, 0.109, -0.006], [-0.033, 0.023, 0.012], [-0.064, -0.001, -0.015], [-0.097, 0.052, -0.110], [0.121, -0.005, 0.012], [0.045, -0.030, -0.174], [-0.127, -0.165, -0.118], [-0.022, 0.048, 0.077], [-0.027, -0.003, -0.067], [-0.053, -0.096, -0.019], [0.043, 0.053, -0.046], [0.004, -0.004, 0.038], [0.028, 0.050, 0.034], [-0.049, -0.050, 0.030], [0.004, 0.006, 0.057], [-0.007, 0.036, 0.039], [0.102, 0.073, 0.099], [0.000, -0.056, -0.039], [0.255, -0.060, 0.117], [-0.057, -0.123, -0.202], [-0.038, 0.108, 0.061], [-0.028, -0.014, -0.082], [-0.026, -0.018, -0.044], [0.062, -0.004, 0.045], [-0.065, 0.033, 0.075], [0.006, 0.052, -0.019], [-0.090, 0.004, 0.018], [-0.029, 0.023, -0.007], [0.012, 0.035, 0.025], [0.044, 0.057, 0.132], [-0.028, -0.065, -0.043], [-0.201, 0.264, -0.014], [0.377, 0.200, 0.022], [-0.066, -0.133, 0.016], [0.080, 0.005, -0.035], [0.074, 0.006, 0.114], [-0.101, -0.015, 0.010], [-0.058, -0.140, -0.097], [0.002, -0.040, -0.029], [0.038, -0.077, 0.070], [-0.008, -0.033, 0.001], [0.019, -0.080, 0.029], [-0.105, -0.064, 0.004], [0.017, 0.051, 0.027], [-0.137, 0.255, 0.281], [0.099, 0.166, -0.158], [-0.081, -0.057, -0.002], [0.035, 0.050, -0.037], [0.001, 0.064, -0.094], [-0.001, 0.005, 0.114], [0.001, -0.127, 0.007], [-0.066, -0.020, -0.039], [-0.036, -0.051, -0.107], [0.007, -0.070, -0.005], [-0.022, -0.023, 0.033], [-0.071, -0.122, 0.099], [0.063, 0.031, -0.037]]}